No. 1
{"formula": "C3H7IN3P", "method": "ωB97M-V/def2-TZVPD", "charge": 0, "homo_energy_ev": -8.27, "total_energy_ha": -921.68104, "gap_ev": 8.735, "de_lowest_ev": 0.2428, "species": ["C", "C", "C", "N", "N", "N", "P", "I", "H", "H", "H", "H", "H", "H", "H"], "coordinates": [[0.1578, 1.4927, 1.3383], [1.1124, 0.8088, 0.4694], [0.8641, 0.4946, -0.9929], [-2.6232, -1.7089, -0.7291], [0.9953, -0.5641, -0.0365], [-1.6981, -1.1221, -0.2925], [-0.2045, -1.8284, 0.3271], [2.3241, 0.6267, -2.5044], [-0.0375, 2.5350, 1.2238], [-0.7731, 0.8942, 1.3062], [0.6234, 1.5037, 2.3693], [2.1868, 1.0553, 0.7778], [-0.2148, 0.7527, -1.4825], [-2.7869, -2.7645, -0.7430], [0.0742, -2.1759, -1.0311]], "nbo_charge": [-0.64, -0.07, -0.23, -0.28, -0.70, -0.39, 0.84, 0.10, 0.24, 0.22, 0.22, 0.20, 0.25, 0.27, -0.04]}

***

No. 2
{"formula": "C3H7INO", "method": "ωB97M-V/def2-TZVPD", "charge": 1, "homo_energy_ev": -13.88, "total_energy_ha": -545.88352, "gap_ev": 10.203, "de_lowest_ev": 1.1514, "species": ["C", "C", "C", "N", "O", "I", "H", "H", "H", "H", "H", "H", "H"], "coordinates": [[0.2525, 0.3798, -1.5983], [-0.1191, 0.9441, 1.1168], [0.3552, -0.1620, 0.1567], [-0.4544, -1.3975, 0.1711], [-0.0757, -0.4480, -2.3141], [0.6217, 2.3997, -2.0095], [0.5979, 1.8113, 0.7340], [0.3031, 1.0614, 2.1743], [-1.0665, 1.2433, 0.8953], [1.4454, -0.4425, 0.2745], [-1.3074, -1.3661, 0.6397], [0.0339, -2.2208, 0.5505], [-0.5866, -1.8028, -0.7910]], "nbo_charge": [0.42, -0.69, -0.15, -0.69, -0.51, 0.25, 0.26, 0.28, 0.23, 0.25, 0.44, 0.45, 0.46]}

***

No. 3
{"formula": "C3H7INO", "method": "ωB97M-V/def2-TZVPD", "charge": 1, "homo_energy_ev": -13.79, "total_energy_ha": -545.87818, "gap_ev": 9.514, "de_lowest_ev": 1.2967, "species": ["C", "C", "C", "N", "O", "I", "H", "H", "H", "H", "H", "H", "H"], "coordinates": [[1.3656, 1.3053, -0.1654], [-1.1039, -0.1340, 1.0283], [0.2206, -0.2517, 0.2889], [-0.0355, -0.7505, -1.0276], [1.5834, 1.2507, -1.3148], [1.3711, 2.8371, 1.1717], [-0.9215, 0.3712, 2.0130], [-1.3702, -1.1471, 1.2491], [-1.9038, 0.1449, 0.3587], [1.0099, -0.9371, 0.6797], [-0.9377, -0.5740, -1.4936], [0.0566, -1.7943, -1.1510], [0.6656, -0.3206, -1.6368]], "nbo_charge": [0.37, -0.66, -0.11, -0.71, -0.53, 0.33, 0.27, 0.24, 0.23, 0.23, 0.44, 0.45, 0.45]}

***

No. 4
{"formula": "C3H7INO", "method": "ωB97M-V/def2-TZVPD", "charge": 1, "homo_energy_ev": -14.30, "total_energy_ha": -545.82437, "gap_ev": 9.775, "de_lowest_ev": 2.7609, "species": ["C", "C", "C", "N", "O", "I", "H", "H", "H", "H", "H", "H", "H"], "coordinates": [[-0.6902, 2.4338, -0.2271], [0.0473, -2.1255, -0.6442], [0.7236, -0.4145, 0.9021], [-0.5253, 1.2847, 0.3460], [-0.0210, -1.3429, 0.6098], [2.4987, 0.1341, -0.1432], [-0.2505, 2.6331, -1.2294], [-1.3689, 3.2147, -0.1216], [0.6197, -1.5802, -1.4645], [-1.0362, -2.3001, -0.9191], [0.5989, -0.0489, 1.9872], [0.5243, -2.9736, -0.2080], [-1.1204, 1.0854, 1.1120]], "nbo_charge": [0.07, -0.27, 0.27, -0.62, -0.43, 0.29, 0.18, 0.20, 0.23, 0.24, 0.24, 0.23, 0.36]}